No. 1
72
Properties=species:S:1:pos:R:3:mulliken_charge:R:1 method="wB97M-V/def2-TZVPD" orbital_gap_ev=9.95 e_above_lowest_kj_mol=0.00 homo_energy_ev=-9.657 lumo_energy_ev=0.30
C -0.32 2.29 1.94 -0.92
C 0.65 1.12 1.90 -0.39
C 0.19 0.02 0.95 -0.47
C 0.89 -1.31 1.16 -0.09
O 1.80 -1.53 0.02 -0.14
S 3.25 -2.10 0.39 0.57
O 4.07 -0.98 0.82 -0.51
O 3.64 -2.26 -1.26 -0.08
F 3.29 -3.60 -1.55 -0.15
H -0.04 3.02 2.70 0.30
H -1.34 1.95 2.14 0.37
H -0.33 2.79 0.96 -0.02
H 0.78 0.70 2.91 0.46
H 1.64 1.47 1.58 0.14
H 0.35 0.35 -0.09 0.04
H -0.89 -0.13 1.06 0.63
H 0.23 -2.17 1.21 -0.38
H 1.52 -1.28 2.06 0.64
C 4.63 1.36 -2.25 -1.09
C 3.75 2.11 -1.28 -0.28
O 2.55 1.41 -0.97 -0.19
H 4.09 1.15 -3.18 0.27
H 5.52 1.94 -2.49 0.39
H 4.96 0.41 -1.82 0.23
H 3.42 3.06 -1.71 0.30
H 4.30 2.34 -0.36 0.30
H 2.79 0.56 -0.58 0.02
C -0.75 3.65 -3.46 -1.21
C -0.31 3.36 -2.04 0.33
O -1.24 2.55 -1.33 -0.37
H -1.73 4.13 -3.47 0.28
H -0.03 4.30 -3.96 0.41
H -0.81 2.72 -4.03 0.23
H -0.25 4.29 -1.46 0.35
H 0.68 2.90 -2.02 -0.16
H -1.37 1.73 -1.82 0.08
C -2.20 5.50 2.19 -0.75
C -1.09 5.85 3.17 -0.35
O 0.20 5.81 2.57 -0.49
H -2.03 4.51 1.76 0.09
H -3.17 5.49 2.69 0.33
H -2.25 6.23 1.38 0.34
H -1.05 5.12 3.98 0.27
H -1.28 6.83 3.62 0.33
H 0.22 6.43 1.84 0.29
C -2.60 -0.39 -5.03 -1.09
C -2.49 -0.50 -3.52 -0.03
O -3.08 0.61 -2.84 -0.50
H -2.14 0.54 -5.37 0.26
H -2.10 -1.23 -5.51 0.33
H -3.65 -0.39 -5.34 0.32
H -1.44 -0.50 -3.21 0.18
H -2.93 -1.44 -3.17 0.33
H -4.01 0.65 -3.06 0.26
C 0.61 -5.27 -1.02 -0.76
C 0.54 -5.98 0.31 -0.37
O -0.56 -5.52 1.11 -0.43
H 0.66 -4.19 -0.87 0.03
H 1.48 -5.58 -1.59 0.30
H -0.28 -5.48 -1.63 0.40
H 1.42 -5.75 0.91 0.26
H 0.50 -7.06 0.18 0.31
H -1.38 -5.71 0.63 0.24
C -1.39 -5.24 4.36 -0.90
C -2.22 -4.05 3.95 -0.23
O -1.48 -3.18 3.10 -0.41
H -0.48 -4.92 4.87 0.24
H -1.93 -5.93 5.02 0.37
H -1.09 -5.79 3.47 0.21
H -2.52 -3.44 4.81 0.27
H -3.14 -4.38 3.45 0.24
H -1.11 -3.73 2.39 0.23

***

No. 2
88
Properties=species:S:1:pos:R:3:mulliken_charge:R:1 method="wB97M-V/def2-TZVPD" orbital_gap_ev="4.36 / 1.02" total_charge=+1 homo_energy_ev="-10.060 / -10.060" multiplicity=2 lumo_energy_ev="-5.70 / -9.04"
Cu 9.28 0.53 10.35 0.98
As 12.68 -2.58 12.69 2.10
F 11.64 -3.87 11.99 -0.50
F 11.47 -2.29 14.04 -0.55
F 13.74 -1.36 13.33 -0.49
F 13.85 -2.93 11.37 -0.53
F 11.84 -1.39 11.63 -0.51
F 13.45 -3.81 13.80 -0.52
O 10.55 -4.72 5.77 -0.59
S 10.58 -4.91 7.24 1.05
O 10.00 -3.96 8.19 -0.51
O 9.76 -6.37 7.47 -0.31
C 9.33 -6.68 8.79 -0.12
C 8.12 -7.63 8.75 -1.28
C 12.21 -5.60 7.75 -0.82
H 9.14 -5.82 9.42 0.39
H 10.17 -7.21 9.25 0.23
H 7.31 -7.24 8.13 0.33
H 7.79 -7.74 9.78 0.35
H 8.26 -8.66 8.43 0.33
H 12.83 -4.71 7.77 0.33
H 12.45 -6.40 7.04 0.32
H 12.11 -6.00 8.76 0.30
O 8.56 -8.08 13.98 -0.60
S 8.62 -7.79 15.44 1.16
O 7.68 -6.88 16.08 -0.61
O 8.52 -9.20 16.30 -0.35
C 8.54 -10.40 15.55 -0.35
C 9.93 -11.01 15.27 -0.90
C 10.34 -7.38 15.92 -0.90
H 7.99 -10.23 14.63 0.34
H 7.94 -11.18 16.03 0.35
H 10.42 -11.24 16.22 0.27
H 10.50 -10.27 14.72 0.22
H 9.84 -11.91 14.67 0.37
H 10.98 -7.80 15.14 0.30
H 10.50 -7.80 16.92 0.32
H 10.44 -6.30 15.94 0.40
C 15.94 1.42 17.41 -0.87
S 17.35 2.62 17.04 0.44
O 18.05 2.94 18.38 -0.58
C 18.49 1.42 16.21 -0.87
H 15.56 0.94 16.50 0.31
H 15.20 2.11 17.81 0.26
H 16.15 0.65 18.14 0.36
H 18.44 1.05 15.19 0.36
H 18.34 0.56 16.87 0.27
H 19.48 1.87 16.25 0.32
C 9.37 3.77 15.67 -0.91
S 10.42 2.42 14.84 0.74
O 9.86 2.04 13.44 -0.23
C 12.01 3.28 14.59 -0.86
H 9.83 4.17 16.57 0.39
H 8.34 3.61 16.00 0.36
H 9.30 4.60 14.96 0.37
H 12.20 3.76 15.55 0.41
H 11.93 4.12 13.89 0.38
H 12.74 2.54 14.29 0.36
C 5.65 -3.72 12.67 -1.00
S 7.29 -2.98 13.10 0.61
O 7.74 -2.18 11.94 -0.62
C 6.68 -1.76 14.32 -0.94
H 4.93 -2.89 12.62 0.29
H 5.08 -4.39 13.31 0.39
H 5.67 -4.25 11.72 0.34
H 5.93 -1.09 13.90 0.34
H 7.51 -1.13 14.64 0.23
H 6.30 -2.26 15.21 0.37
C 14.51 1.24 9.00 -0.83
S 13.27 1.29 7.65 0.46
O 12.01 0.99 8.47 -0.62
C 13.81 -0.11 6.64 -0.84
H 14.08 1.74 9.87 0.26
H 15.42 1.74 8.68 0.38
H 14.79 0.23 9.30 0.26
H 14.04 -0.98 7.26 0.23
H 14.64 0.19 6.00 0.37
H 12.97 -0.45 6.04 0.35
C 18.03 -4.06 8.49 -0.84
S 18.72 -5.31 9.52 0.49
O 19.92 -5.84 8.67 -0.63
C 19.43 -4.10 10.72 -0.93
H 17.62 -4.36 7.53 0.33
H 18.68 -3.19 8.34 0.32
H 17.19 -3.59 9.01 0.28
H 20.09 -4.60 11.43 0.32
H 18.58 -3.68 11.26 0.33
H 20.07 -3.32 10.30 0.31

***

No. 3
88
Properties=species:S:1:pos:R:3:mulliken_charge:R:1 method="wB97M-V/def2-TZVPD" orbital_gap_ev=7.31 homo_energy_ev=-9.080 lumo_energy_ev=-1.77
Li 3.21 1.04 -2.57 0.82
Li 2.94 2.61 2.24 0.77
C 0.67 1.24 1.47 -1.19
C -0.65 0.78 1.33 -0.49
C -1.02 0.00 0.08 0.50
O -2.19 -0.33 -0.11 -0.90
C 0.02 -0.36 -0.82 -0.94
C 1.32 0.04 -0.64 1.83
C 1.66 0.88 0.59 2.55
O 2.86 1.25 0.76 -1.07
O 2.25 -0.15 -1.47 -1.50
O -1.47 1.00 2.23 -0.41
H 0.85 1.81 2.37 -0.53
H -0.22 -0.85 -1.75 0.52
O -1.59 4.04 3.20 -0.66
H -1.64 3.12 2.93 0.31
H -2.48 4.38 3.09 0.29
O 2.47 2.78 -2.02 -0.49
H 2.29 3.65 -2.40 0.22
H 2.62 2.94 -1.08 0.28
O 2.34 4.21 1.05 -0.53
H 3.04 4.87 1.21 0.29
H 1.52 4.71 1.09 0.27
O -3.88 0.30 3.71 -0.73
H -3.32 0.00 4.43 0.32
H -3.27 0.48 2.99 0.40
O 2.38 2.85 4.19 -0.57
H 1.55 2.46 4.52 0.26
H 2.59 3.55 4.81 0.29
O -0.60 -1.10 4.24 -0.70
H -0.89 -0.57 3.48 0.26
H 0.24 -1.48 3.97 0.31
C 5.83 -0.90 0.51 0.50
O 6.98 -1.29 0.43 -0.69
N 5.47 0.41 0.27 -0.24
N 4.79 -1.72 0.86 -0.26
H 6.19 1.08 0.08 0.18
H 4.51 0.72 0.38 0.42
H 3.84 -1.44 0.93 0.11
H 5.08 -2.65 1.12 0.20
C 2.82 -3.66 -2.16 0.35
O 3.10 -4.84 -2.30 -0.69
N 3.67 -2.77 -1.56 -0.09
N 1.62 -3.13 -2.55 -0.13
H 4.61 -3.07 -1.39 0.18
H 3.39 -1.80 -1.51 0.15
H 1.35 -2.21 -2.24 -0.03
H 0.98 -3.70 -3.07 0.21
C -4.31 -3.06 -1.79 0.37
O -4.75 -4.02 -2.40 -0.67
N -5.13 -2.18 -1.06 -0.32
N -3.00 -2.69 -1.85 -0.24
H -4.64 -1.90 -0.22 0.18
H -6.06 -2.58 -1.01 0.25
H -2.43 -3.31 -2.38 0.12
H -2.59 -1.90 -1.39 0.27
C -4.99 2.45 0.15 0.45
O -6.06 3.02 0.14 -0.67
N -4.70 1.27 -0.48 -0.18
N -3.89 2.99 0.80 -0.18
H -5.48 0.70 -0.76 0.24
H -3.91 0.77 -0.10 0.07
H -3.07 2.45 1.02 0.08
H -3.99 3.95 1.06 0.13
C 0.07 -5.53 0.25 -1.31
C 0.90 -4.69 1.20 0.25
C 0.46 -3.23 1.14 -0.38
O 0.65 -5.18 2.54 -0.57
H -0.97 -5.35 0.52 0.39
H 0.28 -6.59 0.38 0.36
H 0.32 -5.29 -0.79 0.20
H 1.97 -4.73 0.97 0.43
H 0.80 -2.84 0.18 0.11
H 0.85 -2.60 1.94 -0.05
H -0.63 -3.18 1.17 0.36
H 1.49 -5.28 3.00 0.34
C -0.74 4.21 -2.35 -1.21
C -0.81 2.96 -3.21 1.18
C -2.17 2.27 -3.23 -1.12
O -0.48 3.35 -4.56 -0.58
H -1.36 4.99 -2.82 0.48
H 0.26 4.62 -2.33 0.31
H -1.19 4.05 -1.37 0.19
H -0.06 2.22 -2.90 -0.36
H -2.25 1.65 -4.11 0.35
H -2.94 3.06 -3.24 0.32
H -2.40 1.76 -2.29 0.13
H -0.90 4.20 -4.71 0.35

***

No. 4
78
Properties=species:S:1:pos:R:3:mulliken_charge:R:1 method="wB97M-V/def2-TZVPD" orbital_gap_ev="6.54 / 3.92" total_charge=+1 homo_energy_ev="-10.900 / -10.900" multiplicity=2 lumo_energy_ev="-4.35 / -6.98"
Sr -0.95 -2.19 -2.34 1.69
C -4.93 -0.97 -1.89 -0.60
C -4.45 -1.19 -3.32 0.66
O -5.17 -0.83 -4.29 -0.18
O -3.32 -1.69 -3.48 -0.54
H -4.16 -0.62 -1.20 -0.02
H -5.25 -1.95 -1.55 0.28
H -5.75 -0.28 -1.69 0.39
C -0.89 2.19 -1.19 -0.96
C -0.96 0.69 -1.52 1.61
O -1.36 -0.17 -0.68 -0.91
O -0.51 0.30 -2.62 -1.34
H 0.10 2.59 -0.96 0.23
H -1.48 2.31 -0.28 0.26
H -1.50 2.77 -1.88 0.34
C 1.61 1.48 -4.54 -0.65
O 1.44 2.07 -3.26 -0.53
H 2.51 1.77 -5.09 0.30
H 1.70 0.41 -4.34 0.19
H 0.81 1.56 -5.29 0.22
H 0.80 1.52 -2.79 0.34
C -5.05 3.59 -0.98 -0.40
O -6.27 3.82 -1.62 -0.54
H -4.48 2.97 -1.69 0.16
H -4.60 4.58 -1.05 0.27
H -5.11 3.14 0.01 0.25
H -6.71 3.01 -1.87 0.28
C -2.14 4.37 1.87 -0.68
O -0.78 4.00 2.21 -0.47
H -2.45 5.32 2.31 0.40
H -2.17 4.63 0.82 0.21
H -2.97 3.71 2.13 0.26
H -0.14 4.50 1.71 0.28
O 2.39 2.41 0.87 -0.59
H 2.66 2.70 0.00 0.30
H 2.97 1.68 1.08 0.30
O 1.30 4.76 -2.96 -0.61
H 2.07 4.55 -2.44 0.31
H 0.77 3.96 -2.93 0.34
O -2.52 -2.75 -0.43 -0.48
H -2.55 -3.69 -0.21 0.26
H -3.23 -2.37 0.08 0.22
O -2.21 0.60 -4.96 -0.67
H -1.71 0.40 -4.17 0.45
H -1.93 1.49 -5.20 0.32
O -1.00 1.02 2.00 -0.58
H -0.15 1.42 1.79 0.28
H -1.15 0.40 1.29 0.19
C 4.24 -2.99 0.02 -1.76
C 3.71 -2.77 1.46 1.77
C 3.94 -1.24 1.81 -1.17
C 3.23 -0.66 3.03 -0.96
C 1.69 -1.00 2.79 -0.50
C 1.31 -2.51 2.52 1.50
N 2.24 -3.07 1.51 0.23
O 2.04 -4.36 1.23 -0.45
C 1.34 -3.21 3.93 -1.81
C -0.17 -2.47 2.09 -1.85
C 4.61 -3.54 2.37 -1.85
H 5.28 -2.68 -0.05 0.39
H 3.63 -2.42 -0.69 0.31
H 4.15 -4.01 -0.35 0.36
H 4.96 -1.09 2.15 0.34
H 3.83 -0.56 0.97 0.43
H 3.44 0.40 3.14 0.47
H 3.57 -1.17 3.93 0.38
H 1.33 -0.38 1.97 -0.18
H 1.31 -0.65 3.75 0.54
H 2.32 -3.18 4.40 0.36
H 0.68 -2.77 4.69 0.45
H 1.08 -4.27 3.97 0.48
H -0.60 -3.47 2.18 0.34
H -0.86 -1.84 2.65 0.43
H -0.19 -2.04 1.09 0.30
H 4.70 -4.59 2.09 0.42
H 4.30 -3.51 3.41 0.35
H 5.62 -3.14 2.39 0.44
H 2.16 -4.78 2.08 0.39

***

No. 5
73
Properties=species:S:1:pos:R:3:mulliken_charge:R:1 method="wB97M-V/def2-TZVPD" orbital_gap_ev=9.46 e_above_lowest_kj_mol=129.50 total_charge=+3 homo_energy_ev=-17.045 lumo_energy_ev=-7.59
Cl -1.46 1.15 -9.70 -0.80
C 1.19 3.93 -10.17 -1.32
C 0.64 4.12 -11.57 0.38
C 1.67 4.72 -12.53 -0.85
O 1.38 4.35 -13.85 -0.36
C 2.31 4.93 -14.75 -0.76
N 0.23 2.81 -12.22 -0.08
H 0.92 2.30 -12.78 0.39
H -0.15 2.15 -11.51 -0.06
H -0.58 2.90 -12.85 0.41
H 2.03 3.24 -10.29 0.41
H 0.52 3.47 -9.46 0.26
H 1.57 4.90 -9.85 0.44
H -0.23 4.78 -11.62 0.29
H 2.66 4.35 -12.23 0.40
H 1.70 5.81 -12.44 0.46
H 2.24 6.02 -14.82 0.32
H 2.02 4.61 -15.75 0.28
H 3.35 4.68 -14.53 0.34
C -5.16 2.76 -10.10 -1.42
C -4.68 4.06 -9.48 0.42
C -5.73 4.81 -8.70 -0.77
O -5.10 5.95 -8.16 -0.33
C -5.84 6.59 -7.14 -0.79
N -3.38 3.87 -8.73 -0.04
H -3.46 3.61 -7.73 0.37
H -2.76 3.20 -9.20 -0.02
H -2.92 4.77 -8.57 0.43
H -4.42 2.29 -10.75 0.24
H -6.02 2.94 -10.74 0.46
H -5.42 2.00 -9.36 0.39
H -4.33 4.65 -10.33 0.20
H -6.24 4.10 -8.04 0.45
H -6.43 5.18 -9.46 0.41
H -6.68 7.18 -7.53 0.31
H -5.23 7.20 -6.48 0.29
H -6.27 5.88 -6.42 0.34
C 1.59 0.56 -6.68 -1.55
C 0.45 -0.24 -6.08 0.43
C 0.68 -0.65 -4.64 -0.64
O -0.46 -1.28 -4.11 -0.36
C -0.57 -2.68 -4.34 -0.63
N -0.83 0.60 -6.14 -0.12
H -0.79 1.37 -5.47 0.42
H -0.90 0.95 -7.10 0.05
H -1.63 0.01 -5.90 0.41
H 1.49 0.64 -7.77 0.39
H 2.46 -0.09 -6.59 0.43
H 1.80 1.51 -6.21 0.39
H 0.26 -1.08 -6.76 0.11
H 0.72 0.29 -4.07 0.32
H 1.57 -1.23 -4.39 0.46
H -1.38 -3.04 -3.71 0.27
H 0.38 -3.17 -4.11 0.33
H -0.95 -2.87 -5.35 0.23
C -1.39 -4.57 -11.35 -1.43
C -1.63 -3.11 -11.61 0.28
C -3.09 -2.65 -11.51 -0.89
O -3.22 -1.26 -11.45 -0.19
C -3.97 -0.70 -12.52 -0.56
N -0.77 -2.22 -10.72 -0.19
H -1.00 -2.38 -9.73 0.38
H 0.22 -2.48 -10.72 0.41
H -0.91 -1.22 -10.91 0.11
H -1.60 -4.89 -10.33 0.39
H -0.36 -4.84 -11.60 0.43
H -2.03 -5.17 -12.00 0.40
H -1.34 -2.81 -12.62 0.24
H -3.52 -3.08 -10.59 0.35
H -3.68 -3.16 -12.28 0.54
H -4.31 0.30 -12.25 0.00
H -4.86 -1.31 -12.68 0.38
H -3.37 -0.56 -13.42 0.31

***

No. 6
74
Properties=species:S:1:pos:R:3:mulliken_charge:R:1 method="wB97M-V/def2-TZVPD" orbital_gap_ev=9.20 e_above_lowest_kj_mol=142.41 homo_energy_ev=-9.083 lumo_energy_ev=0.12 smiles="NC(N)=O.CC(C)O.CC(C)O.CC(C)O.CC(C)O.CO.CO.CO"
N 0.82 -1.08 1.77 -0.08
C 1.03 -0.93 0.48 0.78
N -0.03 -0.34 0.02 0.32
O 2.00 -1.31 -0.18 -0.89
H -0.05 -0.72 2.14 0.01
H 1.49 -1.65 2.27 0.22
H -0.71 0.01 0.68 -0.15
H -0.16 -0.24 -0.98 -0.11
C -1.44 -4.57 3.18 -1.20
C -2.00 -3.40 4.03 0.84
C -3.52 -3.47 4.06 -1.37
O -1.56 -3.45 5.36 -0.57
H -1.54 -4.29 2.13 0.30
H -2.05 -5.48 3.24 0.37
H -0.37 -4.67 3.37 0.35
H -1.68 -2.48 3.53 -0.12
H -3.86 -3.59 3.03 0.34
H -3.99 -2.59 4.48 0.28
H -3.71 -4.36 4.66 0.48
H -1.86 -4.28 5.73 0.34
C -1.24 -0.44 -4.74 -1.30
C -1.01 0.94 -4.07 0.40
C -2.04 2.04 -4.47 -1.39
O -1.16 0.64 -2.68 -0.41
H -0.44 -1.15 -4.53 0.27
H -1.34 -0.33 -5.82 0.41
H -2.15 -0.95 -4.44 0.35
H -0.04 1.35 -4.37 0.29
H -3.04 1.63 -4.34 0.38
H -1.96 2.22 -5.54 0.41
H -1.88 2.94 -3.88 0.25
H -2.08 0.39 -2.53 0.24
C 2.55 2.40 -0.98 -0.57
C 4.03 2.30 -0.61 0.25
C 4.40 1.30 0.51 -1.15
O 4.71 1.93 -1.75 -0.61
H 2.11 1.47 -1.36 -0.16
H 2.47 3.20 -1.71 0.39
H 1.91 2.66 -0.14 0.23
H 4.44 3.29 -0.37 0.32
H 4.05 0.29 0.30 0.10
H 4.01 1.49 1.51 0.42
H 5.48 1.24 0.55 0.39
H 4.59 0.98 -1.80 0.41
C -2.89 4.36 -1.01 -1.06
C -2.33 3.51 0.19 0.52
C -0.82 3.15 0.03 -1.27
O -2.34 4.32 1.32 -0.55
H -2.92 3.86 -1.98 0.07
H -2.10 5.10 -1.14 0.31
H -3.90 4.71 -0.82 0.40
H -2.90 2.59 0.30 0.00
H -0.66 2.58 -0.89 0.32
H -0.44 2.60 0.89 0.33
H -0.28 4.09 -0.02 0.54
H -3.25 4.53 1.54 0.35
C 3.61 -3.09 2.12 -0.55
O 3.32 -3.03 3.50 -0.53
H 4.31 -3.90 1.91 0.34
H 2.75 -3.39 1.52 0.20
H 3.89 -2.11 1.75 0.19
H 4.01 -2.51 3.92 0.32
C -3.26 -0.73 1.50 -0.39
O -2.04 -0.04 2.01 -0.48
H -3.24 -1.76 1.86 -0.03
H -4.22 -0.33 1.82 0.38
H -3.24 -0.69 0.41 0.20
H -2.26 0.47 2.79 0.24
C 2.97 -0.39 -3.55 -0.49
O 3.67 -0.68 -2.37 -0.53
H 3.71 -0.34 -4.35 0.33
H 2.35 -1.26 -3.79 0.28
H 2.25 0.42 -3.51 0.09
H 3.07 -0.98 -1.68 0.43